(1)
Below is a molecular structure, C21H15GaN3O3S in a non-equilibrium geometry, with properties calculated with the ωB97M-V functional and the def2-TZVPD basis.

Output
* energy relative to the best compared isomer or geometry (same formula, charge and spin): 0.157 eV
* net charge: +1
* HOMO: -11.99 eV
* frontier orbital gap: 7.658 eV

XYZ file:
```
44
C21H15GaN3O3S (the ωB97M-V functional and the def2-TZVPD basis)
Ga -0.2878 0.2496 -0.7166
S 1.8151 1.5712 -2.5095
O -1.2822 -1.8519 0.5222
O 1.4413 0.7587 -1.2218
O -0.3421 -1.5529 -0.5482
N -1.5148 1.5478 -1.2860
N -0.1246 4.8420 -3.8396
N -3.2658 1.9444 -5.3339
C 0.7846 0.8659 -3.7594
C -1.7655 2.8733 -3.4264
C -1.6487 2.1727 -2.2685
C -0.7660 -1.1494 1.6399
C -0.4434 -0.9718 -4.6424
C -0.8807 3.9884 -3.6418
C 0.3929 -0.4647 -3.6618
C 5.8987 0.0050 -3.5694
C 0.5684 0.7386 1.8589
C 5.3894 1.1339 -4.2039
C 1.3964 -0.4339 2.1730
C -0.4383 1.1619 -5.7813
C 3.4184 0.9279 -2.8840
C -0.8546 -0.1609 -5.6969
C 0.3865 1.6931 -4.8005
C -2.6157 2.3721 -4.4772
C 5.1656 -0.6493 -2.5877
C 3.9066 -0.1896 -2.2301
C -0.6743 0.3669 1.4548
C 4.1381 1.6159 -3.8561
C 0.6432 -1.5290 2.0320
H 5.9700 1.6456 -4.9622
H -1.5112 -0.5649 -6.4595
H -0.7765 1.7910 -6.5955
H 0.7471 -1.1069 -2.8649
H -0.7646 -2.0062 -4.5878
H 0.9038 1.7622 1.9753
H 0.9580 -2.5621 2.1419
H 6.8814 -0.3627 -3.8378
H 2.4358 -0.3911 2.4733
H -1.5375 1.0161 1.4297
H 0.6957 2.7351 -4.8363
H 3.3241 -0.6866 -1.4632
H 3.7320 2.5075 -4.3339
H -1.4718 -1.3706 2.4447
H 5.5746 -1.5226 -2.0935
```



(2)
Below is a molecular structure, CH3OS, with properties calculated with the ωB97M-V functional and the def2-TZVPD basis.

Output
* energy relative to the best compared isomer or geometry (same formula, charge and spin): 0.118 eV
* net charge: -1
* HOMO: -3.02 eV
* frontier orbital gap: 7.543 eV

XYZ file:
```
6
CH3OS (the ωB97M-V functional and the def2-TZVPD basis)
S -0.8097 -0.8648 1.2116
O 0.0197 1.0402 -1.1757
C 0.6090 0.2593 -0.4268
H -1.9699 -0.3439 0.7920
H 1.2131 0.6351 0.4037
H 0.9377 -0.7259 -0.8048
```



(3)
Below is 10 unconnected molecules or ions with the total composition C24H74N6O10 in a non-equilibrium geometry, with properties calculated with the ωB97M-V functional and the def2-TZVPD basis.

Output
* energy relative to the best compared isomer or geometry (same formula, charge and spin): 1.906 eV
* HOMO: -8.82 eV
* frontier orbital gap: 9.437 eV
* SMILES: COC[C@H](C)N.COC[C@H](C)N.COC[C@H](C)N.COC[C@H](C)N.COC[C@H](C)N.COC[C@H](C)N.O.O.O.O

XYZ file:
```
114
C24H74N6O10 (the ωB97M-V functional and the def2-TZVPD basis)
O 0.3474 0.4237 -0.4899
O -2.4242 1.3448 -0.9980
O -4.5468 -3.2351 1.8852
O 2.3890 4.2789 1.5428
O -0.8962 3.4977 3.1074
O 0.1722 -2.9209 -2.8712
O 1.2222 4.2272 -3.8650
O 3.0611 -5.8809 1.8853
O -0.3276 -2.2706 -0.1449
O 0.6826 -0.2793 3.9471
N -0.8035 5.5772 -2.4088
N -2.3542 -0.2641 1.2406
N 1.6999 -5.9040 -4.2543
N 1.2757 1.6160 1.8472
N -3.3320 3.8573 0.3691
N 1.7888 -2.5204 1.9118
C 0.5561 -3.8954 -3.8351
C -1.5089 3.5109 1.8059
C 2.9425 -4.5298 1.5638
C 3.4382 0.7736 1.0427
C 3.9098 -6.6300 1.0124
C -0.8402 4.8265 3.7075
C -3.0142 3.8301 1.7722
C 1.7172 -4.7307 -3.3603
C 2.6772 1.8924 1.6870
C -1.7216 3.6532 -3.6394
C 2.0343 -3.8711 2.4790
C 3.0898 -4.0967 -3.4059
C 0.6380 -4.4712 2.5907
C 2.8957 5.4977 1.0638
C 0.7140 3.6491 -2.6535
C -0.9004 -2.1373 -3.4421
C 3.0127 3.1877 0.9203
C -3.6540 -1.0178 1.4482
C -4.5089 -0.9838 0.1811
C -3.7638 2.7839 2.5268
C -3.3442 -2.4680 1.7803
C -4.8428 -4.2308 0.9592
C -0.7555 4.0877 -2.5131
C 2.5769 4.1469 -3.9491
H -1.2058 3.6323 -4.6101
H 0.7246 0.3584 3.1310
H 2.6444 3.1610 -0.1261
H 0.8371 2.5506 -2.6606
H 1.3026 -1.8994 2.6328
H -5.0975 -3.8624 -0.0415
H -3.4367 4.7407 -0.1608
H -0.2334 0.7452 -1.1948
H -3.7515 1.7772 2.0767
H 0.3248 -2.3967 0.6218
H -0.0544 -3.7987 3.0641
H -1.1485 -1.2829 -2.8286
H 2.6574 -2.0848 1.6376
H -2.3242 0.8917 -0.1108
H -1.3196 2.5355 1.4165
H 1.2619 4.0393 -1.7820
H 3.0699 -3.1221 -2.9751
H 3.3810 0.7924 0.0084
H -3.2860 2.5587 3.4932
H 2.8961 5.5278 -0.0295
H -4.8881 0.0673 0.0311
H 0.0621 6.0091 -2.1690
H -1.7445 5.3333 3.4565
H -4.0678 -4.9475 0.8556
H 2.5535 -3.8455 3.4266
H -2.7389 -2.6121 2.7070
H 4.1204 -7.5239 1.5360
H -4.2119 3.2422 0.1642
H 3.8468 -3.9261 1.6800
H -1.1664 3.6488 -1.6175
H 3.1159 1.9758 2.6530
H 0.7561 -3.4307 -4.8328
H -5.6908 -4.8155 1.4027
H 4.0746 3.3289 0.8854
H -0.6117 -1.8127 -4.4259
H -1.6526 -0.9137 1.0207
H 4.4708 0.7392 1.3726
H 3.3119 -4.0504 -4.4982
H 2.6672 -6.3170 -4.2666
H 0.8145 2.4820 2.1795
H 4.9320 -6.2136 0.8639
H 0.0875 -2.5420 -0.9571
H 1.4046 -5.0481 -2.3557
H 1.0901 -6.6615 -3.9044
H -0.7373 4.7423 4.7890
H -1.7814 -2.8016 -3.5178
H -5.3668 -1.6189 0.2317
H -3.8996 -1.3217 -0.6795
H 0.8683 1.3500 0.9817
H 3.8851 -4.7772 -2.9530
H -2.1331 0.0138 2.2364
H 2.9988 -0.1597 1.3556
H 0.1362 -0.5429 -0.3047
H -2.5929 4.2809 -3.6621
H -4.1063 -0.5022 2.3187
H 0.1000 5.4679 3.4016
H -2.6745 -2.8817 0.9545
H -2.0071 2.6095 -3.5283
H -1.2792 5.8484 -3.2213
H 3.9137 5.7026 1.3783
H -2.2041 2.2542 -0.7178
H -0.3213 -4.5945 -3.9614
H 3.4575 -6.8091 0.0339
H 2.9409 3.1963 -4.2683
H 0.2720 -4.7914 1.6287
H 2.2977 6.2965 1.4892
H 0.6838 -5.3557 3.2493
H -0.9524 4.1516 1.1435
H 3.2019 4.3223 -3.1258
H -3.2796 4.8165 2.2255
H 0.9968 0.1244 4.7243
H 2.4457 -4.2939 0.6058
H 2.9005 4.8992 -4.6500
H -4.8431 3.0193 2.6260
```



(4)
Below is C4H5NO2 in the gas phase in a non-equilibrium geometry, with properties calculated with the ωB97M-V functional and the def2-TZVPD basis.

Output
* energy relative to the best compared isomer or geometry (same formula, charge and spin): 2.909 eV
* HOMO: -8.20 eV
* frontier orbital gap: 8.988 eV
* SMILES: Nc1cc(O)co1

XYZ file:
```
12
C4H5NO2 (the ωB97M-V functional and the def2-TZVPD basis)
O -1.4095 1.2043 1.8975
O -0.6581 -0.3647 -1.2060
N 1.6563 -0.5705 -1.3743
C -0.8659 0.5595 0.8344
C -1.5428 0.1744 -0.2613
C 0.5460 0.1993 0.6675
C 0.5458 -0.2608 -0.6493
H 0.7592 -0.8804 0.9104
H -2.5791 0.1674 -0.5496
H -0.6861 1.4907 2.4709
H 2.5013 -0.2452 -0.9247
H 1.7330 -1.4738 -1.8154
```



What is the energy relative to the best compared isomer or geometry (same formula, charge and spin) in the first record? 0.157 eV



Among the records above, which one has the highest frontier orbital gap? C24H74N6O10



Please write out number 1 again, unchanged.
Below is a molecular structure, C21H15GaN3O3S in a non-equilibrium geometry, with properties calculated with the ωB97M-V functional and the def2-TZVPD basis.

Output
* energy relative to the best compared isomer or geometry (same formula, charge and spin): 0.157 eV
* net charge: +1
* HOMO: -11.99 eV
* frontier orbital gap: 7.658 eV

XYZ file:
```
44
C21H15GaN3O3S (the ωB97M-V functional and the def2-TZVPD basis)
Ga -0.2878 0.2496 -0.7166
S 1.8151 1.5712 -2.5095
O -1.2822 -1.8519 0.5222
O 1.4413 0.7587 -1.2218
O -0.3421 -1.5529 -0.5482
N -1.5148 1.5478 -1.2860
N -0.1246 4.8420 -3.8396
N -3.2658 1.9444 -5.3339
C 0.7846 0.8659 -3.7594
C -1.7655 2.8733 -3.4264
C -1.6487 2.1727 -2.2685
C -0.7660 -1.1494 1.6399
C -0.4434 -0.9718 -4.6424
C -0.8807 3.9884 -3.6418
C 0.3929 -0.4647 -3.6618
C 5.8987 0.0050 -3.5694
C 0.5684 0.7386 1.8589
C 5.3894 1.1339 -4.2039
C 1.3964 -0.4339 2.1730
C -0.4383 1.1619 -5.7813
C 3.4184 0.9279 -2.8840
C -0.8546 -0.1609 -5.6969
C 0.3865 1.6931 -4.8005
C -2.6157 2.3721 -4.4772
C 5.1656 -0.6493 -2.5877
C 3.9066 -0.1896 -2.2301
C -0.6743 0.3669 1.4548
C 4.1381 1.6159 -3.8561
C 0.6432 -1.5290 2.0320
H 5.9700 1.6456 -4.9622
H -1.5112 -0.5649 -6.4595
H -0.7765 1.7910 -6.5955
H 0.7471 -1.1069 -2.8649
H -0.7646 -2.0062 -4.5878
H 0.9038 1.7622 1.9753
H 0.9580 -2.5621 2.1419
H 6.8814 -0.3627 -3.8378
H 2.4358 -0.3911 2.4733
H -1.5375 1.0161 1.4297
H 0.6957 2.7351 -4.8363
H 3.3241 -0.6866 -1.4632
H 3.7320 2.5075 -4.3339
H -1.4718 -1.3706 2.4447
H 5.5746 -1.5226 -2.0935
```



energy relative to the best compared isomer or geometry (same formula, charge and spin) of number 4 (C4H5NO2)? 2.909 eV